Entry 1
{"formula": "C8H17N2O2", "method": "wB97M-V/def2-TZVPD", "orbital_gap_ha": [0.2381, 0.2381], "charge": 1, "elements": ["C", "O", "N", "C", "N", "O", "C", "C", "C", "C", "C", "C", "H", "H", "H", "H", "H", "H", "H", "H", "H", "H", "H", "H", "H", "H", "H", "H", "H"], "positions_angstrom": [[-3.294, -0.694, 0.559], [-2.253, -0.508, -0.346], [-1.020, -0.564, 0.175], [-0.267, -2.065, 0.259], [1.041, -1.658, -0.005], [1.889, -2.366, -0.452], [1.232, -0.184, 0.104], [1.272, -0.029, 1.665], [2.526, 0.227, -0.562], [-0.102, 0.309, -0.546], [-0.471, 1.695, -0.013], [-0.016, 0.156, -2.143], [-4.084, -1.328, 0.117], [-3.854, 0.193, 0.645], [-2.862, -1.010, 1.596], [-0.650, -2.502, 1.226], [-0.552, -2.720, -0.633], [0.280, -0.287, 2.119], [1.617, 1.035, 2.022], [1.933, -0.696, 1.959], [2.432, -0.076, -1.645], [3.381, -0.262, 0.028], [2.636, 1.348, -0.429], [-1.532, 1.767, -0.423], [0.261, 2.419, -0.514], [-0.593, 1.915, 1.086], [-1.017, 0.412, -2.601], [0.282, -0.893, -2.309], [0.684, 0.890, -2.616]]}

=====

Entry 2
{"formula": "C8H17N2O2", "method": "wB97M-V/def2-TZVPD", "orbital_gap_ha": 0.3827, "charge": 1, "elements": ["C", "C", "O", "O", "C", "C", "N", "C", "C", "N", "C", "C", "H", "H", "H", "H", "H", "H", "H", "H", "H", "H", "H", "H", "H", "H", "H", "H", "H"], "positions_angstrom": [[2.331, -1.969, -0.115], [2.926, -0.436, -0.221], [3.868, -0.225, -1.173], [2.567, 0.696, 0.648], [1.963, 1.809, -0.104], [0.348, 2.015, 0.206], [-0.452, 0.731, 0.190], [-1.187, 0.483, -1.143], [-1.607, -1.110, -1.121], [-2.446, -1.525, 0.067], [-1.958, -0.936, 1.372], [-1.564, 0.685, 1.255], [3.004, -2.577, 0.635], [2.385, -2.495, -1.182], [1.218, -2.035, 0.241], [2.518, 2.808, 0.233], [2.149, 1.740, -1.279], [0.223, 2.543, 1.253], [-0.087, 2.723, -0.626], [0.114, -0.142, 0.353], [-2.110, 1.218, -1.269], [-0.393, 0.659, -1.999], [-2.240, -1.297, -2.107], [-0.595, -1.724, -1.158], [-3.470, -1.390, -0.087], [-2.727, -1.081, 2.273], [-0.979, -1.521, 1.711], [-2.567, 1.204, 0.869], [-1.233, 1.150, 2.277]]}

=====

Going by the energies, entry 2 is most stable and the next is 190.1 kJ/mol up.

=====

Entry 1
{"formula": "C6H16ClEuIN2O2P", "method": "wB97M-V/def2-TZVPD", "s_squared": 12.0884, "orbital_gap_ha": [0.1752, 0.2822], "spin_multiplicity": 7, "charge": 2, "elements": ["C", "I", "H", "H", "H", "Eu", "P", "C", "C", "H", "H", "H", "C", "H", "H", "H", "H", "H", "H", "C", "O", "Cl", "N", "C", "N", "O", "H", "H", "H", "H"], "positions_angstrom": [[-1.716, -2.425, 1.118], [-0.151, -2.949, -1.059], [-0.965, -1.764, 1.575], [-1.432, -3.479, 1.262], [-2.665, -2.255, 1.645], [1.317, 1.535, 0.616], [-0.817, 1.303, -1.308], [-1.502, 0.542, -2.804], [-2.248, 2.296, -0.742], [0.411, 3.441, -1.165], [-0.385, 3.148, -2.753], [1.159, 2.315, -2.362], [0.205, 2.687, -1.952], [-1.931, 2.904, 0.124], [-2.581, 2.935, -1.576], [-1.762, 1.329, -3.529], [-2.396, -0.043, -2.549], [-3.045, 1.594, -0.444], [-0.776, -0.152, -3.251], [-1.962, -2.156, -0.304], [-2.884, -1.672, -0.905], [0.241, 3.457, 1.868], [2.776, -2.435, 1.649], [2.988, -1.192, 2.129], [3.958, -1.026, 3.058], [2.311, -0.197, 1.732], [3.304, -3.204, 2.047], [2.033, -2.597, 0.970], [4.061, -0.111, 3.473], [4.454, -1.824, 3.435]]}

=====

Entry 2
{"formula": "C6H16ClEuIN2O2P", "method": "wB97M-V/def2-TZVPD", "s_squared": 12.0586, "orbital_gap_ha": [0.1628, 0.2698], "spin_multiplicity": 7, "charge": 2, "elements": ["C", "I", "H", "H", "H", "Eu", "P", "C", "C", "H", "H", "H", "C", "H", "H", "H", "H", "H", "H", "C", "O", "Cl", "N", "C", "N", "O", "H", "H", "H", "H"], "positions_angstrom": [[-1.247, -1.739, 2.585], [-0.352, -3.038, 0.484], [-0.333, -1.128, 2.651], [-1.075, -2.750, 2.976], [-1.975, -1.275, 3.269], [1.013, 1.722, -0.240], [-1.001, 0.378, -1.788], [-2.106, -0.830, -2.558], [-2.192, 1.541, -1.002], [-0.058, 2.428, -2.819], [-1.417, 1.709, -3.764], [0.218, 0.959, -3.812], [-0.513, 1.484, -3.180], [-1.695, 2.452, -0.619], [-2.920, 1.821, -1.775], [-2.800, -0.320, -3.241], [-2.663, -1.365, -1.776], [-2.703, 1.025, -0.180], [-1.505, -1.555, -3.122], [-1.820, -1.732, 1.234], [-2.776, -1.201, 0.733], [0.696, 4.214, -0.479], [3.149, -1.395, 1.862], [3.364, -0.065, 1.766], [4.409, 0.445, 2.454], [2.633, 0.686, 1.056], [3.742, -1.952, 2.462], [2.342, -1.811, 1.408], [4.596, 1.434, 2.377], [4.990, -0.143, 3.036]]}

=====

Going by the energies, entry 1 is most stable and the next is 50.8 kJ/mol up.

=====

Entry 1
{"formula": "C6H11N3O", "method": "wB97M-V/def2-TZVPD", "orbital_gap_ha": 0.3528, "elements": ["C", "C", "C", "C", "N", "C", "N", "C", "N", "H", "H", "H", "H", "H", "H", "H", "H", "H", "O", "H", "H"], "positions_angstrom": [[0.937, -0.417, -2.061], [0.309, 0.024, -0.954], [0.473, 1.411, -0.352], [-0.830, 2.242, -0.396], [-0.419, -0.799, -0.154], [-0.960, -0.658, 1.098], [-1.480, -1.833, 1.475], [-1.102, -2.701, 0.484], [-0.474, -2.113, -0.477], [1.645, 0.096, -2.579], [0.790, -1.355, -2.487], [1.149, 2.102, -0.811], [0.752, 1.537, 0.736], [-1.399, 2.407, -1.385], [-0.672, 3.333, -0.214], [-1.611, 1.955, 0.172], [-0.951, 0.324, 1.551], [-1.322, -3.706, 0.494], [1.896, -0.287, 2.044], [0.925, -0.569, 2.089], [2.346, -0.994, 1.729]]}

=====

Entry 2
{"formula": "C6H11N3O", "method": "wB97M-V/def2-TZVPD", "orbital_gap_ha": 0.3276, "elements": ["N", "C", "C", "C", "C", "N", "C", "C", "N", "H", "H", "H", "H", "H", "H", "H", "H", "H", "H", "O", "H"], "positions_angstrom": [[1.170, 2.495, -0.451], [0.968, 1.849, 0.616], [0.119, 0.642, 0.659], [-0.090, 0.003, 2.025], [0.889, -0.613, 1.080], [0.598, -1.848, 0.404], [0.006, -1.684, -0.917], [-1.253, -0.852, -0.792], [-0.916, 0.507, -0.357], [0.283, 0.539, 2.897], [-1.035, -0.527, 2.153], [1.945, -0.449, 1.302], [1.432, -2.420, 0.358], [0.694, -1.194, -1.633], [-0.248, -2.674, -1.316], [-1.763, -0.786, -1.763], [-1.938, -1.349, -0.084], [-1.756, 0.984, -0.042], [0.683, 3.475, -0.751], [0.429, 2.311, -1.819], [-0.218, 1.591, -1.568]]}

=====

Going by the energies, entry 1 is most stable and the next is 363.4 kJ/mol up.

=====

Entry 1
{"formula": "H4N4O2", "method": "wB97M-V/def2-TZVPD", "orbital_gap_ha": [0.3259, 0.3259], "elements": ["N", "N", "N", "N", "O", "O", "H", "H", "H", "H"], "positions_angstrom": [[2.111, -0.368, 0.073], [0.735, -0.529, 0.018], [-0.124, 0.508, 0.020], [-1.333, 0.103, 0.073], [-1.742, -1.053, -0.106], [-2.351, 1.100, -0.025], [2.269, 0.598, -0.086], [2.572, -0.650, 0.953], [0.232, -1.412, -0.081], [-2.368, 1.702, -0.839]]}

=====

Entry 2
{"formula": "H4N4O2", "method": "wB97M-V/def2-TZVPD", "orbital_gap_ha": 0.4144, "elements": ["N", "N", "N", "N", "O", "O", "H", "H", "H", "H"], "positions_angstrom": [[1.420, -0.284, 0.505], [0.843, 0.377, -0.581], [-0.557, 0.807, -0.173], [-1.545, -0.092, 0.012], [-1.354, -1.209, -0.400], [-2.542, 0.342, 0.529], [2.404, -0.066, 0.564], [1.251, -1.285, 0.542], [0.655, -0.245, -1.375], [-0.575, 1.656, 0.377]]}

=====

Going by the energies, entry 2 is most stable and the next is 93.7 kJ/mol up.

=====

Entry 1
{"formula": "C7H9Cl", "method": "wB97M-V/def2-TZVPD", "orbital_gap_ha": 0.3514, "elements": ["C", "C", "C", "C", "Cl", "C", "H", "H", "H", "H", "H", "H", "H", "C", "C", "H", "H"], "positions_angstrom": [[-2.744, 1.000, -0.471], [-1.385, 0.688, 0.164], [-0.041, 1.137, -0.282], [-0.217, -0.299, -0.042], [0.173, -1.747, -0.800], [-0.809, -0.028, 1.352], [-3.155, 2.022, -0.357], [-3.612, 0.358, -0.108], [-2.649, 0.739, -1.578], [0.490, 1.792, 0.437], [0.005, 1.393, -1.309], [-1.514, -0.660, 1.926], [-0.048, 0.440, 2.048], [4.274, -1.346, 0.032], [3.433, -1.966, -0.603], [4.996, -0.791, 0.481], [2.803, -2.734, -0.889]]}

=====

Entry 2
{"formula": "C7H9Cl", "method": "wB97M-V/def2-TZVPD", "orbital_gap_ha": 0.3661, "elements": ["C", "C", "C", "C", "C", "C", "C", "Cl", "H", "H", "H", "H", "H", "H", "H", "H", "H"], "positions_angstrom": [[2.235, 1.079, 0.046], [1.031, 0.522, 0.026], [-0.257, 1.183, -0.545], [-1.078, -0.091, -0.685], [-2.146, -0.960, -0.015], [-0.828, -0.722, 0.651], [0.696, -0.877, 0.618], [1.290, -2.219, -0.393], [3.100, 0.514, 0.441], [2.458, 2.031, -0.352], [-0.077, 1.747, -1.512], [-0.707, 1.922, 0.109], [-0.604, -0.708, -1.468], [-2.961, -0.513, 0.592], [-2.336, -1.873, -0.568], [-0.983, 0.002, 1.469], [1.170, -1.036, 1.586]]}

=====

Going by the energies, entry 2 is most stable and the next is 180.5 kJ/mol up.

=====

Entry 1
{"formula": "C30H30CoN6O2S3Si", "method": "wB97M-V/def2-TZVPD", "orbital_gap_ha": [0.2721, 0.2715], "charge": 1, "elements": ["Co", "C", "C", "C", "C", "C", "C", "C", "S", "O", "O", "N", "C", "C", "C", "C", "C", "C", "C", "C", "N", "C", "H", "H", "H", "H", "H", "H", "H", "H", "H", "H", "H", "H", "H", "N", "C", "N", "C", "C", "S", "C", "C", "S", "C", "N", "N", "H", "H", "H", "H", "H", "H", "C", "Si", "C", "C", "C", "C", "C", "C", "C", "H", "H", "H", "H", "H", "H", "H", "H", "H", "H", "H"], "positions_angstrom": [[0.559, -1.183, -0.867], [-1.338, 4.978, 3.817], [-0.638, 3.757, 3.290], [-0.516, 2.609, 4.073], [0.156, 1.494, 3.604], [0.699, 1.513, 2.325], [0.612, 2.652, 1.537], [-0.058, 3.762, 2.023], [1.526, 0.094, 1.692], [2.151, -0.560, 2.811], [2.304, 0.520, 0.550], [0.448, -0.909, 1.006], [-0.370, -1.813, 1.664], [-0.624, -1.955, 3.008], [-1.502, -2.962, 3.465], [-2.102, -3.843, 2.612], [-1.827, -3.758, 1.229], [-2.313, -4.673, 0.270], [-1.925, -4.560, -1.036], [-1.078, -3.507, -1.413], [-0.642, -2.613, -0.553], [-0.979, -2.735, 0.771], [-2.041, 4.722, 4.609], [-1.881, 5.494, 3.026], [-0.613, 5.682, 4.231], [-0.944, 2.593, 5.068], [0.276, 0.629, 4.241], [1.075, 2.672, 0.559], [-0.124, 4.651, 1.407], [-0.138, -1.314, 3.728], [-1.688, -3.034, 4.529], [-2.761, -4.620, 2.977], [-2.973, -5.472, 0.586], [-2.255, -5.262, -1.788], [-0.754, -3.402, -2.439], [-0.966, -1.457, -4.138], [0.360, -1.251, -3.994], [1.010, -1.311, -2.848], [2.392, -1.243, -3.082], [2.754, -1.042, -4.360], [1.360, -0.995, -5.371], [3.241, -1.540, -1.941], [4.584, -1.517, -1.842], [5.059, -2.142, -0.307], [3.398, -2.381, 0.105], [2.562, -2.011, -0.835], [3.024, -2.943, 1.276], [-1.538, -1.308, -3.323], [-1.395, -1.186, -5.008], [3.747, -0.979, -4.771], [5.313, -1.202, -2.570], [3.687, -2.913, 2.033], [2.081, -2.742, 1.573], [-2.221, 0.456, 0.556], [-1.198, 0.336, -1.010], [-2.589, 0.185, -2.287], [-0.321, 1.942, -1.428], [-1.067, 3.123, -1.321], [-0.509, 4.357, -1.617], [0.817, 4.439, -2.025], [1.573, 3.282, -2.140], [1.005, 2.048, -1.849], [-2.875, 1.328, 0.463], [-1.667, 0.555, 1.486], [-2.874, -0.420, 0.629], [-3.330, 0.899, -1.910], [-3.102, -0.783, -2.318], [-2.333, 0.515, -3.291], [-2.099, 3.088, -0.986], [-1.107, 5.256, -1.528], [1.258, 5.401, -2.252], [2.610, 3.338, -2.449], [1.636, 1.170, -1.926]]}

=====

Entry 2
{"formula": "C30H30CoN6O2S3Si", "method": "wB97M-V/def2-TZVPD", "orbital_gap_ha": [0.2709, 0.2709], "charge": 1, "elements": ["Co", "C", "C", "C", "C", "C", "C", "C", "S", "O", "O", "N", "C", "C", "C", "C", "C", "C", "C", "C", "N", "C", "H", "H", "H", "H", "H", "H", "H", "H", "H", "H", "H", "H", "H", "N", "C", "N", "C", "C", "S", "C", "C", "S", "C", "N", "N", "H", "H", "H", "H", "H", "H", "C", "Si", "C", "C", "C", "C", "C", "C", "C", "H", "H", "H", "H", "H", "H", "H", "H", "H", "H", "H"], "positions_angstrom": [[0.037, 0.098, -0.042], [5.507, 5.164, -2.338], [4.781, 3.871, -2.136], [3.405, 3.787, -2.348], [2.733, 2.588, -2.183], [3.429, 1.474, -1.754], [4.796, 1.529, -1.549], [5.469, 2.719, -1.758], [2.565, -0.021, -1.313], [3.424, -1.143, -1.520], [1.256, -0.038, -1.971], [2.085, 0.196, 0.224], [2.588, 0.153, 1.481], [3.923, 0.156, 1.882], [4.246, 0.193, 3.238], [3.278, 0.212, 4.217], [1.915, 0.176, 3.864], [0.858, 0.159, 4.799], [-0.440, 0.097, 4.347], [-0.686, 0.080, 2.978], [0.280, 0.112, 2.074], [1.568, 0.151, 2.490], [4.849, 6.016, -2.180], [5.883, 5.220, -3.360], [6.360, 5.244, -1.668], [2.853, 4.669, -2.635], [1.679, 2.493, -2.392], [5.318, 0.629, -1.260], [6.540, 2.759, -1.614], [4.708, 0.123, 1.145], [5.286, 0.216, 3.528], [3.548, 0.242, 5.262], [1.078, 0.196, 5.855], [-1.272, 0.075, 5.030], [-1.695, 0.056, 2.596], [-3.315, -1.832, 0.059], [-3.296, -0.500, -0.055], [-2.244, 0.275, -0.117], [-2.621, 1.604, -0.183], [-3.962, 1.830, -0.186], [-4.830, 0.347, -0.112], [-1.601, 2.624, -0.130], [-1.788, 3.970, -0.153], [-0.300, 4.792, 0.139], [0.492, 3.239, 0.274], [-0.302, 2.223, 0.079], [1.787, 3.161, 0.600], [-2.464, -2.357, 0.155], [-4.198, -2.306, 0.140], [-4.491, 2.759, -0.196], [-2.689, 4.529, -0.306], [2.348, 3.991, 0.659], [2.226, 2.253, 0.543], [-0.502, -3.236, 1.506], [0.259, -2.499, -0.138], [-0.806, -3.016, -1.676], [2.007, -3.234, -0.283], [2.950, -3.067, 0.734], [4.244, -3.524, 0.582], [4.623, -4.161, -0.587], [3.694, -4.360, -1.592], [2.402, -3.897, -1.446], [-0.791, -4.266, 1.318], [-1.359, -2.699, 1.898], [0.250, -3.245, 2.289], [-1.066, -4.068, -1.599], [-0.223, -2.873, -2.581], [-1.719, -2.444, -1.808], [2.680, -2.559, 1.651], [4.966, -3.373, 1.371], [5.641, -4.495, -0.720], [3.981, -4.866, -2.500], [1.696, -4.058, -2.249]]}

=====

Going by the energies, entry 1 is most stable and the next is 115.0 kJ/mol up.

=====

Entry 1
{"formula": "C6H7O2S2", "method": "wB97M-V/def2-TZVPD", "orbital_gap_ha": 0.2319, "charge": -1, "elements": ["C", "C", "C", "C", "C", "C", "O", "O", "S", "S", "H", "H", "H", "H", "H", "H", "H"], "positions_angstrom": [[1.071, -0.418, 1.150], [2.422, -0.348, 1.441], [1.797, 0.504, -0.780], [0.655, 0.188, -0.066], [-1.399, -0.844, -0.997], [-0.652, 0.319, -0.563], [-3.156, 1.133, 0.061], [-1.698, 0.329, 1.896], [3.287, 0.347, 0.043], [-1.797, 1.198, 0.696], [0.169, -0.572, 1.827], [2.999, -0.642, 2.280], [1.911, 0.950, -1.711], [-2.299, -0.457, -1.529], [-1.669, -1.340, -0.071], [-0.911, -1.642, -1.652], [-0.730, 1.296, -2.025]]}

=====

Entry 2
{"formula": "C6H7O2S2", "method": "wB97M-V/def2-TZVPD", "orbital_gap_ha": 0.2008, "charge": -1, "elements": ["C", "C", "C", "C", "C", "C", "O", "O", "S", "S", "H", "H", "H", "H", "H", "H", "H"], "positions_angstrom": [[-1.342, -0.902, -0.972], [-2.643, -1.007, -0.552], [-1.003, -0.302, 1.203], [-0.418, -0.460, -0.023], [1.821, 0.281, 0.999], [0.922, 0.004, -0.184], [2.245, 1.999, -1.227], [1.628, -0.454, -1.359], [-2.711, -0.671, 1.082], [1.060, 1.202, -1.489], [-0.951, -1.453, -1.801], [-3.536, -1.352, -1.032], [-0.760, -0.100, 2.201], [2.750, 0.719, 0.500], [2.207, -0.621, 1.598], [1.144, 1.003, 1.709], [-0.411, 2.114, -0.651]]}

=====

Going by the energies, entry 1 is most stable and the next is 124.9 kJ/mol up.